Molecular formula: C77H184N15O24
Method: DFT, the ωB97M-V functional and the def2-TZVPD basis

Structure (XYZ):
```
300
Properties=species:S:1:pos:R:3:forces:R:3
C 16.377179 22.140762 13.431814 0.4 -0.2 -1.4
O 17.019270 20.940807 13.868997 0.5 0.5 -0.5
C 17.221084 20.029666 12.763696 -0.4 0.8 0.1
C 18.091543 18.929897 13.335742 -2.0 -1.7 -0.2
N 17.328338 18.099904 14.418278 0.6 0.6 -1.0
H 18.053260 17.439522 14.759928 -0.1 0.2 0.1
H 17.024315 18.801063 15.146613 -0.3 -0.7 -0.2
C 16.134217 17.297944 13.957854 0.3 1.3 -1.6
C 15.787940 16.153907 14.830636 0.2 -0.8 1.8
O 15.742486 16.392836 16.263657 -0.3 1.3 -1.7
C 15.623425 15.170077 16.957692 0.4 1.1 -0.3
H 15.388201 21.844018 13.106655 -0.3 0.1 -0.8
H 17.006183 22.632245 12.616558 -1.0 -0.6 0.8
H 16.139492 22.896248 14.172042 0.8 -0.4 0.8
H 17.763730 20.547086 11.886030 -0.8 -0.8 1.2
H 16.194908 19.657508 12.445296 1.2 0.3 0.0
H 18.908714 19.316235 13.871578 1.1 0.6 0.5
H 18.444820 18.192399 12.599281 -0.2 0.4 0.1
H 16.302039 16.910017 12.855946 -0.2 0.8 2.2
H 15.277271 17.988435 13.972861 0.4 0.0 -0.3
H 16.496854 15.349665 14.777316 0.5 -0.6 -0.8
H 14.817878 15.845697 14.455882 -0.3 -0.5 0.1
H 16.557466 14.633105 16.800872 0.0 -0.5 0.5
H 14.780870 14.636483 16.601268 -0.8 -1.0 -0.6
H 15.384262 15.461046 17.962052 0.5 -0.2 0.8
C 19.177675 16.805655 19.025963 2.2 -0.4 0.2
O 19.125649 18.202165 19.034196 -1.5 1.4 -0.8
C 18.347372 18.767623 17.901380 1.0 0.6 2.4
C 18.066103 20.242521 18.213346 -0.1 0.2 -1.0
N 16.800132 20.447497 18.990414 -1.8 0.1 -1.7
H 15.981583 19.995666 18.485609 0.9 0.9 -0.3
H 16.787957 19.859575 19.772868 0.3 -1.3 2.2
C 16.497640 21.836260 19.462799 0.6 1.5 0.5
C 15.680042 22.773550 18.556913 -0.9 -1.9 0.6
O 16.442167 22.921124 17.404169 0.7 0.1 0.5
C 15.880781 23.879784 16.610199 0.1 1.6 -2.8
H 18.219516 16.329668 19.092189 -0.7 -0.2 -0.5
H 19.714785 16.509093 19.964729 -0.3 0.2 -0.8
H 19.826879 16.498730 18.145903 -1.0 -0.2 0.8
H 17.464481 18.199656 17.699382 -0.7 -0.4 0.1
H 18.981690 18.764485 17.052726 0.7 -0.2 -1.1
H 17.935151 20.779249 17.240680 0.1 -0.3 0.9
H 18.906048 20.692174 18.772864 -0.5 -0.2 -0.2
H 17.488573 22.306254 19.416055 -0.1 -0.1 0.6
H 16.114105 21.864203 20.518944 0.4 -0.5 -1.1
H 15.495847 23.751039 19.050570 0.3 -0.5 0.0
H 14.706461 22.309792 18.255983 0.4 0.4 0.4
H 16.669551 24.148116 15.822431 -1.3 -0.3 0.9
H 15.555621 24.819219 17.090899 0.6 -0.3 0.5
H 14.942784 23.534375 16.126192 0.4 -0.2 -0.1
C 12.227949 22.218582 13.775191 -0.8 0.0 0.2
O 11.978745 21.871293 12.393330 0.0 0.5 0.5
C 10.839602 21.073482 12.284896 -0.6 0.5 -0.4
C 10.353144 21.142568 10.849210 -0.3 -0.3 -0.9
N 10.178989 22.576821 10.517626 0.9 1.1 1.1
H 9.428704 22.987367 11.076429 0.0 -0.1 0.1
H 11.072066 22.958075 10.931834 -0.8 0.3 -0.3
C 10.062970 23.161947 9.139000 -2.3 -1.1 0.6
C 9.984292 24.632306 9.323911 1.6 0.8 -0.5
O 11.027197 24.968003 10.250168 -1.1 -0.5 -1.0
C 11.294631 26.336111 10.163359 1.8 1.2 2.0
H 13.048866 22.934864 13.758877 -0.1 -0.1 0.1
H 12.487281 21.314742 14.367767 0.0 0.6 -0.4
H 11.295726 22.696516 14.206580 1.0 -0.4 -0.4
H 10.018727 21.442334 12.924452 0.2 0.0 0.1
H 11.060816 20.067118 12.562967 0.0 -0.9 0.2
H 9.364877 20.653028 10.749165 0.9 -0.2 -0.3
H 11.149819 20.837457 10.145204 -0.7 -0.5 0.3
H 9.142520 22.827942 8.652737 -0.2 -0.2 0.4
H 10.804730 22.717110 8.552030 1.7 0.0 -0.8
H 9.021783 25.011660 9.656878 -0.3 -0.3 0.4
H 10.155252 25.138159 8.364885 0.1 -0.2 0.0
H 11.752734 26.570123 11.185875 -0.5 0.2 -1.6
H 10.426493 26.953420 10.002248 -0.7 0.1 0.2
H 11.991662 26.606637 9.355732 0.0 -0.4 0.2
C 21.363106 28.332575 22.155696 0.0 0.5 -1.0
O 20.763801 27.081365 22.098658 0.0 -1.3 -0.6
C 19.458978 27.043618 22.574959 0.1 2.8 1.8
C 19.004754 25.651428 22.789764 0.4 -0.9 -0.1
N 18.965592 24.721902 21.599077 -0.3 0.0 0.4
H 19.938009 24.479173 21.251710 -0.7 0.5 0.2
H 18.609231 23.769029 22.076925 0.2 0.7 -0.6
C 18.141855 25.155147 20.447996 -1.4 -2.2 -0.7
C 16.834113 25.811943 20.827610 1.0 2.4 0.3
O 16.020935 25.989555 19.714225 0.5 -0.5 -1.1
C 14.772551 26.609290 19.935027 -0.4 -0.2 -2.1
H 22.411643 28.142972 22.000635 0.4 0.3 -0.3
H 21.255592 28.769343 23.119182 -0.2 0.5 1.0
H 20.939607 29.051245 21.409155 0.3 -0.5 0.3
H 18.840014 27.773843 22.007063 -0.1 -0.9 -0.1
H 19.470084 27.548715 23.625973 -0.2 -0.9 -1.3
H 18.059048 25.645650 23.346245 0.1 -0.2 -0.5
H 19.773369 25.191391 23.420864 -0.3 0.0 0.1
H 17.842891 24.250099 19.814882 0.8 1.1 0.9
H 18.728596 25.786371 19.829728 0.4 0.7 -0.6
H 17.094274 26.836020 21.140514 -0.1 -0.1 0.6
H 16.348561 25.315887 21.630571 -0.5 -0.7 0.7
H 14.305554 26.138931 20.771133 -0.5 0.2 1.0
H 14.210512 26.249879 19.037045 0.0 0.6 0.7
H 14.751731 27.734999 19.911827 0.4 -1.1 0.5
C 10.637130 21.560543 19.557999 0.4 -0.1 0.5
C 10.467218 20.303590 20.452190 -0.3 0.6 -0.2
N 11.717615 19.573865 20.844975 0.3 -0.6 -0.8
C 12.259615 18.825496 19.618384 1.4 1.5 0.0
C 12.808373 20.572196 21.356488 -1.9 -1.0 -2.5
C 12.336838 21.303454 22.494165 -0.9 1.7 2.1
C 11.409298 18.589879 21.935831 0.5 -0.5 0.3
C 10.283233 17.594007 21.696428 0.3 -0.6 -0.3
O 9.968021 17.258291 23.008385 -0.6 -1.6 0.8
C 9.195495 16.022382 23.121024 1.9 1.1 0.3
H 9.627156 21.881709 19.260642 0.4 0.0 0.2
H 11.222754 21.371811 18.651234 -0.3 -0.3 0.1
H 11.169942 22.382474 20.058858 -0.5 -0.2 0.0
H 9.864573 19.612273 19.844718 0.0 0.1 0.7
H 10.010476 20.529955 21.439698 -0.3 0.0 -1.0
H 13.045956 18.089596 19.900326 -0.5 0.9 0.0
H 12.635082 19.665904 18.970874 0.0 -1.2 0.4
H 11.532808 18.290262 19.037284 -0.9 -0.1 0.2
H 12.985673 21.254781 20.524748 0.0 -0.3 -0.2
H 13.652515 19.972943 21.501071 1.2 -0.7 0.4
H 12.430489 20.803054 23.442006 -0.3 -0.6 0.3
H 11.318798 21.740594 22.400213 0.8 -0.2 0.1
H 13.036170 22.107809 22.625014 0.2 0.8 0.0
H 11.161700 19.044711 22.919852 0.1 0.3 -1.0
H 12.323319 18.017059 22.094181 0.1 0.1 0.0
H 10.520021 16.701286 21.050225 0.3 0.7 0.7
H 9.405385 18.009778 21.273671 -0.9 0.8 -0.8
H 8.217948 16.173684 22.700210 -0.5 -0.2 -0.1
H 9.222755 15.804389 24.183291 -0.6 0.0 0.1
H 9.774267 15.232423 22.642563 -0.3 -0.2 -0.3
C 25.492210 16.631378 16.107563 -1.0 0.5 -0.4
C 25.111571 17.682597 15.018957 0.2 0.3 1.4
C 23.858952 18.472815 15.487542 0.7 0.5 0.4
C 24.087566 19.296877 16.776963 1.7 -1.0 0.0
N 22.893259 19.785045 17.495440 0.6 -0.9 2.1
C 23.326743 20.487369 18.770479 0.6 0.6 -0.6
C 22.466477 19.986863 19.856770 -1.0 0.5 1.5
C 22.438410 18.519598 19.515977 0.5 -0.3 0.3
C 22.045396 18.591727 18.081263 1.4 0.0 -1.8
C 22.098874 20.655730 16.691209 0.2 0.9 -2.5
H 25.855400 17.085314 17.031446 -0.9 0.2 0.4
H 26.371919 16.065884 15.917840 0.5 -0.8 -1.0
H 24.583868 15.944902 16.196450 1.3 0.8 0.4
H 24.853459 17.144206 14.136868 -0.4 -0.4 -0.8
H 25.899585 18.385406 14.679820 -0.1 -0.4 0.7
H 23.019343 17.799731 15.582402 -0.3 -0.2 0.1
H 23.632106 19.180491 14.720383 -0.4 0.4 -0.7
H 24.794917 20.147076 16.568785 -0.8 -0.6 0.3
H 24.549661 18.664992 17.561262 0.2 0.2 -0.7
H 23.322528 21.544614 18.559429 0.2 0.3 0.2
H 24.300629 20.101842 19.062229 0.4 0.4 -0.6
H 21.436656 20.420305 19.985125 0.8 -0.3 -0.6
H 22.966305 20.148446 20.803779 0.1 0.2 0.3
H 21.669082 18.073224 20.127903 0.1 -0.8 0.0
H 23.480384 18.051278 19.619449 -1.6 0.4 0.1
H 21.066738 18.911555 17.853703 -1.3 0.0 0.4
H 22.249360 17.734774 17.450362 0.0 -0.2 0.1
H 22.726223 21.530254 16.303372 -0.9 -1.2 0.7
H 21.240709 21.011195 17.227846 -0.3 0.3 0.3
H 21.811985 20.022878 15.839718 -0.4 0.5 0.0
C 9.924146 14.901474 27.951548 1.0 1.0 0.0
C 8.714758 15.797427 28.413344 1.4 -2.5 0.1
C 8.102731 15.395412 29.773670 -0.6 -0.3 0.1
C 9.123624 15.036827 30.884444 -0.8 -0.4 -0.9
N 8.499549 14.706228 32.220819 0.7 -0.3 0.5
C 7.519843 13.586097 32.007194 -1.2 0.2 2.7
C 7.284970 12.911880 33.436613 2.4 1.3 -1.4
C 8.750158 13.084435 34.091084 -1.4 -0.1 -0.7
C 9.547189 14.044858 33.192002 -0.6 0.2 -0.9
C 7.871228 15.898644 32.878082 -1.2 -0.3 -0.6
H 10.867397 15.150713 28.487413 -0.6 0.1 -0.1
H 10.149260 15.183372 26.893716 -0.2 -0.6 0.7
H 9.855684 13.809992 28.069171 -0.6 0.3 -0.3
H 8.024090 15.673993 27.590922 -0.7 0.3 0.2
H 9.062397 16.803108 28.442303 0.2 0.9 0.0
H 7.367264 14.539905 29.654088 0.9 1.1 0.0
H 7.595749 16.291574 30.106087 -0.7 0.0 0.2
H 9.819619 15.857022 31.023001 0.4 -0.2 0.1
H 9.558756 14.091231 30.559528 0.7 0.3 0.2
H 6.639972 14.023394 31.546212 -0.1 -0.3 0.0
H 7.993496 12.874292 31.404533 0.6 -0.9 -1.2
H 6.515970 13.437511 33.937045 -0.6 0.6 0.8
H 6.995861 11.873620 33.383780 0.0 -0.2 -0.3
H 8.684051 13.421195 35.125309 0.1 0.0 -0.1
H 9.207124 12.104921 34.052729 0.3 -0.1 0.3
H 10.119763 14.800402 33.716470 -0.3 0.4 0.1
H 10.255979 13.574236 32.505772 -0.2 -0.3 0.3
H 6.918234 16.119257 32.348891 0.6 -0.1 0.3
H 8.497302 16.785966 32.795077 0.2 -0.3 0.2
H 7.622241 15.625429 33.903899 0.2 0.2 -0.1
C 16.394993 12.801304 12.762864 0.3 -0.6 0.3
C 17.617143 13.620292 12.464675 2.0 -0.4 -1.5
C 19.026987 12.901839 12.700313 -0.4 0.3 -0.5
C 19.186692 12.717249 14.202385 1.0 0.8 0.5
N 20.205020 11.686947 14.755645 -1.2 1.7 -1.2
C 19.729703 10.348239 14.289178 -0.4 -0.2 0.7
C 20.300566 9.378660 15.319505 -0.7 -0.2 0.0
C 20.393411 10.206887 16.651736 2.0 -1.3 -0.4
C 20.091890 11.624198 16.269642 -0.6 1.2 0.3
C 21.562905 11.968512 14.243227 0.2 -0.8 0.4
H 16.429853 11.888850 12.162633 -0.2 0.1 -0.1
H 15.533716 13.379990 12.498165 -0.7 0.1 -0.2
H 16.266709 12.474830 13.788484 0.1 0.1 0.4
H 17.704298 14.580941 12.959645 -0.3 0.2 0.2
H 17.549629 13.823956 11.362772 0.3 0.1 0.9
H 19.825172 13.502975 12.213782 -0.4 -0.2 0.6
H 19.056108 11.937590 12.186098 -0.3 0.0 0.0
H 18.260524 12.366387 14.592480 -0.8 -0.2 0.4
H 19.407723 13.680323 14.678389 0.1 -0.1 -0.1
H 19.881233 10.151651 13.208261 0.3 0.2 0.9
H 18.670094 10.476163 14.477452 -0.4 -0.6 -0.3
H 21.214325 8.923786 14.946977 0.3 0.2 0.4
H 19.600344 8.558762 15.475651 0.1 -0.1 -0.2
H 21.441775 10.103419 17.018022 -0.9 0.0 0.1
H 19.683124 9.823456 17.391946 0.4 0.2 -0.1
H 20.651664 12.464255 16.763384 -0.2 -1.0 -0.7
H 19.040149 11.780736 16.560497 0.2 0.3 -0.7
H 22.143996 11.107973 14.568268 0.5 0.2 -0.1
H 21.973203 12.897225 14.608631 -0.1 0.3 0.3
H 21.511709 11.980172 13.165963 0.0 0.0 -0.3
C 18.560792 17.925208 23.348004 0.4 -0.8 -0.2
C 18.296043 17.387769 24.760641 0.3 -2.0 0.4
C 18.052979 18.506141 25.719162 -1.5 0.2 0.8
C 19.149125 19.505378 25.582040 1.7 1.2 -0.1
N 19.400124 20.357154 26.845793 -1.0 0.4 -0.6
C 19.868145 19.640277 28.117923 0.0 1.7 -0.8
C 19.581391 20.616926 29.303687 -1.0 -1.3 -1.0
C 18.374989 21.510010 28.804878 0.2 -1.3 -0.6
C 18.185138 21.101042 27.254466 -1.6 0.6 1.8
C 20.424277 21.399411 26.496323 0.3 -1.7 0.0
H 17.643082 17.685694 22.873589 -0.7 0.2 -1.2
H 19.348384 17.389267 22.813126 0.0 -0.1 0.1
H 18.754006 18.989665 23.198573 -0.1 -0.2 0.4
H 19.076144 16.726862 25.214353 0.0 0.7 -0.7
H 17.441049 16.648855 24.693632 0.6 1.1 0.3
H 17.916571 18.159374 26.769833 0.3 0.1 -0.7
H 17.109815 18.953057 25.448111 -0.5 0.5 0.0
H 19.114516 20.214188 24.647911 -0.3 -1.2 2.2
H 20.083369 18.941478 25.500835 0.2 0.1 -0.2
H 20.885334 19.563400 27.845238 1.4 -0.8 0.6
H 19.413271 18.682140 28.232672 -0.4 -0.5 -0.2
H 20.481660 21.138319 29.569189 0.2 0.3 0.3
H 19.246330 19.921758 30.104662 0.4 1.0 -0.1
H 18.487648 22.597829 28.877564 0.3 -0.4 0.3
H 17.526475 21.188828 29.442517 0.2 0.5 -0.8
H 18.078229 22.014505 26.655905 -0.2 -0.6 -0.1
H 17.285192 20.445950 27.156664 0.9 0.6 -0.1
H 20.383782 22.066511 27.303776 0.4 1.2 1.0
H 20.108955 21.874811 25.587229 0.1 0.2 -0.4
H 21.417234 20.913660 26.452060 -0.5 0.4 -0.3
C 20.149546 23.667809 13.620262 0.8 -1.5 1.1
C 19.695676 23.730417 15.107361 -0.5 -0.7 0.1
C 19.960862 25.031299 15.933453 -0.8 0.2 -0.5
C 21.405812 25.166408 16.375582 0.7 -2.7 -0.1
N 21.832625 26.297045 17.236875 -2.1 1.2 -0.5
C 20.927317 26.490096 18.430971 -0.1 0.0 0.4
C 20.055471 27.699659 18.099289 -0.8 -0.3 0.2
C 20.965833 28.626756 17.196847 -1.0 -0.9 0.5
C 21.654666 27.545920 16.372458 0.6 0.7 -1.3
C 23.174358 26.092230 17.666382 3.0 -1.7 0.3
H 20.797697 24.494153 13.449458 0.9 0.5 -0.5
H 19.357238 23.735656 12.862551 0.0 -0.2 0.5
H 20.710094 22.682070 13.536143 -0.6 1.4 -0.5
H 20.070999 22.841119 15.714243 -0.3 1.1 -0.8
H 18.614932 23.553672 15.016522 0.1 0.2 0.7
H 19.314060 24.925045 16.792651 -0.2 0.0 0.5
H 19.577893 25.934141 15.402974 0.3 -0.6 0.1
H 22.048722 25.278398 15.497710 0.0 -0.3 0.0
H 21.674084 24.201649 16.952380 -0.3 1.7 -1.2
H 21.448516 26.676573 19.389801 0.5 0.0 -0.9
H 20.451987 25.528727 18.623229 -0.4 0.4 -0.4
H 19.858166 28.099008 19.102829 -0.5 0.5 -0.6
H 19.086298 27.349595 17.606150 1.3 0.8 0.5
H 21.624197 29.285892 17.791827 -0.1 -0.7 -0.2
H 20.403070 29.299954 16.534699 0.0 -0.3 0.3
H 22.643047 27.855111 16.021247 0.0 -0.2 0.1
H 21.074208 27.267766 15.432968 0.6 0.4 1.5
H 23.836221 25.844965 16.801792 -0.6 0.5 0.4
H 23.248955 25.167904 18.298353 -0.4 1.0 -0.3
H 23.581350 26.949769 18.201355 -0.2 0.0 -0.1
N 17.234835 22.701365 23.422227 -0.2 0.2 1.3
O 16.491088 23.611237 23.089616 -0.3 0.7 -1.0
O 18.433499 22.667538 22.937827 -0.7 -1.2 0.6
O 16.854170 21.910502 24.284235 1.0 -0.7 -0.3
N 14.761068 20.029478 15.995414 0.6 -0.3 0.1
O 14.099157 20.571148 16.905584 -0.3 -0.1 -0.8
O 14.384101 19.953111 14.801691 0.0 0.2 1.3
O 15.878827 19.536205 16.331902 -0.3 0.1 -0.3
N 15.264508 18.050597 20.744461 -0.2 -0.4 -0.4
O 15.322311 19.238622 21.231313 0.6 -1.6 -0.7
O 14.396994 17.234851 21.162120 1.2 1.1 -0.2
O 16.031216 17.716740 19.794248 -0.7 0.7 1.2
N 20.991676 23.418016 19.355958 0.9 -1.5 -0.7
O 19.891120 22.856828 19.300782 -0.4 0.3 0.2
O 21.822581 23.219684 18.437381 0.0 -0.2 0.2
O 21.343872 24.114887 20.308011 -0.2 0.7 0.9
N 20.326377 16.568150 15.040936 -0.1 0.1 0.8
O 19.338947 16.054475 14.479972 -0.8 -0.1 -0.5
O 20.256433 17.768563 15.409222 0.2 0.0 -0.2
O 21.306069 15.874153 15.288049 0.6 0.0 0.1
```
Positions in Å, forces in eV/Å.

Output
**Net charge**: +5
**Strongest force on any atom**: 3.48 eV/Å
**Orbital gap**: 9.71 eV
**E**: -154259.840 eV
**M**: 1704.4 u